C18H18N2O3S | ωB97M-V/def2-TZVPD

energy relative to the best compared isomer or geometry (same formula, charge and spin)	365.2	kcal/mol
structure (SMILES)	CCOc1ccc(S(=O)(=O)Nc2cc(C)ccn2)c2ccccc12
E_LUMO	0.085	eV
Kohn-Sham gap	8.612	eV

Structure (ORCA input):
```
! wB97M-V def2-TZVPD RIJCOSX def2/J DEFGRID3
* xyz 0 1
C -5.47 0.12 0.78
C -4.10 0.94 0.81
O -3.23 0.14 -0.11
C -2.09 0.79 -0.01
C -1.73 1.90 0.75
C -0.36 2.53 0.30
C 0.51 1.89 -0.47
S 2.16 2.63 -0.31
O 2.07 3.93 -0.05
O 2.72 2.46 -1.53
N 3.05 1.86 0.85
C 3.06 0.41 0.91
C 1.92 -0.45 1.16
C 2.12 -1.63 0.90
C 0.90 -2.53 1.19
C 3.31 -2.53 0.54
C 4.45 -1.47 0.31
N 4.29 -0.01 0.16
C 0.25 0.64 -1.08
C 1.04 0.19 -1.89
C 0.61 -1.08 -2.62
C -0.55 -1.87 -2.45
C -1.45 -0.93 -1.51
C -1.11 0.16 -1.02
H -6.43 0.71 1.37
H -5.75 -0.02 -0.19
H -5.49 -0.81 1.30
H -4.27 2.06 0.41
H -3.88 0.98 1.84
H -2.34 2.62 1.24
H -0.02 3.43 1.20
H 4.01 2.16 0.62
H 1.13 0.03 1.46
H 0.62 -2.61 2.17
H 0.05 -2.24 0.70
H 1.05 -3.81 0.95
H 3.38 -3.48 0.44
H 5.38 -1.68 0.09
H 2.19 0.50 -2.12
H 1.38 -1.76 -3.07
H -0.83 -2.76 -2.77
H -2.54 -1.42 -1.28
*
```